Formula: C17H38LiNO17P
Source: OMol25
Level of theory: ωB97M-V/def2-TZVPD

Its LUMO energy is 1.503 eV.

```
! wB97M-V def2-TZVPD RIJCOSX def2/J DEFGRID3
* xyz -1 1
P 2.666 0.490 -0.151
O -3.363 2.950 3.971
O -2.631 1.245 2.907
O -0.444 -6.127 -0.218
O 1.578 -2.358 3.464
O 1.615 -5.426 -1.041
O 2.915 1.214 -1.405
O 1.026 -7.572 -1.038
O 3.523 0.776 0.966
O 0.066 -2.371 1.885
O 2.403 -0.922 -0.219
O -0.911 -1.280 -1.376
O 0.486 -4.254 2.999
O 1.192 0.706 0.394
O -0.392 -1.407 -3.462
O -1.331 2.394 4.347
O -0.646 2.086 -0.854
O -2.418 -2.045 -2.833
N 0.886 5.307 -1.922
C 1.257 -4.046 -0.973
C -0.835 -4.925 2.865
C 0.897 -0.764 -3.280
C -2.311 2.248 3.700
C 0.982 5.306 -3.402
C 0.664 -2.962 2.812
C -0.029 -8.500 -1.190
C -3.461 -2.181 -1.892
C -1.241 -1.557 -2.521
C 0.685 -6.335 -0.746
C -0.230 4.489 -1.467
C -1.562 0.400 2.403
C 0.071 2.940 -1.814
C 2.186 -1.077 3.155
C 2.097 5.029 -1.295
C 0.603 6.681 -1.384
C -3.352 3.979 5.032
Li 0.539 -1.101 0.218
H -0.468 -5.882 2.809
H 2.386 4.040 -1.537
H -3.251 -2.913 -1.085
H -4.275 4.705 5.111
H -3.586 3.592 6.115
H -1.956 -0.515 1.547
H 0.442 -9.386 -1.249
H 1.538 4.455 -3.874
H -0.098 7.326 -2.237
H 0.042 1.584 -0.477
H -2.469 4.515 4.851
H 2.831 -0.916 3.819
H -0.768 -8.294 -0.355
H -1.752 -4.400 3.393
H 2.282 5.163 -0.212
H -0.632 -8.287 -2.074
H 1.824 -3.347 -1.684
H 1.632 6.092 -3.662
H -3.568 -1.226 -1.595
H 0.157 -3.784 -1.284
H 1.470 -0.438 -4.064
H 0.347 6.801 -0.204
H -4.364 -2.520 -2.354
H -0.174 4.534 -0.251
H -1.084 4.698 -1.555
H -1.155 -4.583 1.788
H 0.794 0.050 -2.605
H 1.356 -3.746 0.126
H 2.830 -1.215 2.370
H 2.956 5.489 -1.827
H 0.855 2.575 -1.484
H 1.708 -0.149 2.993
H -0.293 2.843 -2.945
H -0.763 0.945 1.958
H 1.445 7.168 -1.537
H -0.018 5.460 -3.829
H -0.924 -0.023 3.263
H 1.522 -1.441 -2.800
*
```

Formula: C17H39AlF6O19S6
Source: OMol25
Level of theory: ωB97M-V/def2-TZVPD

Its LUMO energy is -5.688 eV.

```
! wB97M-V def2-TZVPD RIJCOSX def2/J DEFGRID3
* xyz 0 1
S -3.016 -0.782 -1.232
S -3.026 0.572 2.594
S 3.902 -1.147 3.469
S 4.090 -1.865 -1.155
S -0.482 -1.793 4.629
S 1.075 0.104 -3.423
Al 0.676 -0.639 0.731
F -1.410 -4.032 5.670
F 6.454 -1.050 -1.938
F 5.318 0.407 -0.808
F -2.057 -3.650 3.630
F 6.315 -1.230 0.224
F -0.011 -4.321 4.062
O 0.401 -1.793 5.764
O -3.269 -1.491 -2.637
O 3.248 -1.483 -0.012
O 4.481 -3.245 -1.212
O 4.835 -0.093 3.707
O 3.571 -1.367 -2.413
O -2.954 1.463 3.701
O -1.646 -1.021 -0.891
O -1.826 0.126 1.959
O -1.700 -1.036 4.797
O -0.114 1.152 -3.699
O -3.878 1.290 1.437
O 4.604 -2.307 2.640
O -0.316 1.843 -0.044
O 0.175 -1.531 3.347
O 2.679 -0.869 2.789
O 0.989 -0.902 -4.421
O 0.944 -0.169 -2.030
O -4.105 -1.131 -0.394
C 3.513 -1.982 4.992
C -2.864 -1.356 -4.996
C -4.042 -0.838 2.946
C -1.595 3.714 0.683
C -5.233 3.284 1.379
C -1.327 2.671 -5.140
C -0.353 3.185 -0.051
C -0.239 3.779 -1.464
C 5.981 -2.582 2.923
C 2.496 1.136 -3.647
C -5.179 1.809 1.734
C 6.464 -3.734 2.074
C -2.222 -1.498 -3.620
C -3.207 0.911 -1.750
C -0.276 1.595 -5.049
C 5.662 -0.892 -0.878
C -1.031 -3.566 4.481
H -4.112 1.011 -2.333
H -3.460 -1.445 3.634
H -1.567 -2.359 -3.519
H -3.117 1.468 -0.816
H 0.553 3.503 0.527
H -2.289 1.164 -2.286
H 2.336 2.185 -3.416
H -4.260 -1.303 1.988
H 4.413 -2.496 5.322
H -5.478 1.661 2.773
H -2.484 3.576 0.067
H 6.677 -3.505 1.033
H 3.294 -1.178 5.693
H -0.602 0.741 -5.654
H 2.647 -2.617 4.855
H 5.882 -4.651 2.155
H 7.440 -4.021 2.486
H -1.100 3.584 -4.593
H -2.292 2.309 -4.773
H -4.363 3.797 1.793
H 6.113 -2.896 3.962
H 0.758 3.550 -1.841
H -2.118 -1.375 -5.787
H -1.481 4.781 0.876
H 0.643 1.885 -5.569
H -4.981 -0.502 3.380
H -6.122 3.796 1.735
H -3.415 -0.416 -4.969
H -1.508 2.875 -6.196
H 2.887 0.916 -4.637
H -5.111 3.335 0.294
H 6.600 -1.708 2.727
H -1.646 -0.579 -3.501
H 3.249 0.800 -2.936
H -0.312 4.866 -1.410
H -1.031 3.386 -2.096
H -1.739 3.194 1.629
H -5.874 1.226 1.126
H -3.526 -2.204 -5.177
*
```

Formula: C17H39BrFN2O5S
Source: OMol25
Level of theory: ωB97M-V/def2-TZVPD

Its LUMO energy is -3.993 eV.

```
! wB97M-V def2-TZVPD RIJCOSX def2/J DEFGRID3
* xyz 1 1
Br 0.222 4.760 -3.131
S -3.865 5.610 -1.375
F -4.583 2.123 -2.950
O 0.109 -2.168 -0.355
O -0.055 1.832 1.450
O 4.401 1.620 2.787
O -4.506 4.100 -3.920
O 0.000 -6.760 -0.741
N 1.528 0.840 3.760
N 0.466 -4.440 -2.495
C -1.308 3.258 -1.234
C 3.705 2.063 1.644
C 0.712 2.040 3.747
C 1.496 -5.342 -2.002
C -4.585 3.970 -1.525
C 2.774 0.943 4.511
C 3.814 1.948 4.033
C -2.097 5.595 -1.913
C 0.848 -3.038 -2.546
C 1.205 -2.341 -1.239
C 0.946 -6.736 -1.802
C -1.501 4.268 -2.362
C -0.175 0.552 0.849
C -1.325 -7.042 -1.137
C -4.549 3.441 -2.945
C -0.468 1.884 2.813
C -0.175 -3.272 0.488
H 1.551 -1.333 -1.487
H 0.542 -0.170 1.244
H 1.736 0.564 2.810
H -1.560 5.985 -1.048
H 3.241 -0.044 4.510
H -1.909 -7.182 -0.229
H 4.437 2.204 0.849
H -1.377 -7.959 -1.731
H -4.430 6.106 -2.492
H 2.308 -5.385 -2.734
H -1.038 0.985 3.068
H 0.021 0.674 -0.215
H -0.364 -4.543 -1.924
H 0.733 -3.821 0.747
H -2.068 6.341 -2.707
H 1.263 2.943 3.443
H -1.126 2.751 2.928
H -1.356 2.244 -1.630
H 3.416 2.970 3.999
H 0.023 -2.485 -3.003
H -0.334 3.384 -0.764
H -1.181 0.142 0.977
H -5.636 4.099 -1.244
H 2.528 1.176 5.553
H 1.932 -5.019 -1.046
H -2.040 3.857 -3.212
H 3.198 3.016 1.828
H 1.768 -7.405 -1.536
H -1.770 -6.228 -1.721
H -2.048 3.365 -0.436
H 1.705 -2.941 -3.222
H 0.490 -7.105 -2.726
H -0.887 -3.967 0.035
H 0.331 2.216 4.758
H 2.964 1.335 1.297
H -4.137 3.299 -0.797
H -0.619 -2.879 1.403
H 2.027 -2.841 -0.715
H 4.630 1.946 4.759
*
```

Among the records above, which one has the lowest LUMO energy?
C17H39AlF6O19S6

What is the formula in the third record?
C17H39BrFN2O5S

What is the LUMO energy in the second record?
-5.688 eV

What did the second record say?
Formula: C17H39AlF6O19S6
Source: OMol25
Level of theory: ωB97M-V/def2-TZVPD

Its LUMO energy is -5.688 eV.

```
! wB97M-V def2-TZVPD RIJCOSX def2/J DEFGRID3
* xyz 0 1
S -3.016 -0.782 -1.232
S -3.026 0.572 2.594
S 3.902 -1.147 3.469
S 4.090 -1.865 -1.155
S -0.482 -1.793 4.629
S 1.075 0.104 -3.423
Al 0.676 -0.639 0.731
F -1.410 -4.032 5.670
F 6.454 -1.050 -1.938
F 5.318 0.407 -0.808
F -2.057 -3.650 3.630
F 6.315 -1.230 0.224
F -0.011 -4.321 4.062
O 0.401 -1.793 5.764
O -3.269 -1.491 -2.637
O 3.248 -1.483 -0.012
O 4.481 -3.245 -1.212
O 4.835 -0.093 3.707
O 3.571 -1.367 -2.413
O -2.954 1.463 3.701
O -1.646 -1.021 -0.891
O -1.826 0.126 1.959
O -1.700 -1.036 4.797
O -0.114 1.152 -3.699
O -3.878 1.290 1.437
O 4.604 -2.307 2.640
O -0.316 1.843 -0.044
O 0.175 -1.531 3.347
O 2.679 -0.869 2.789
O 0.989 -0.902 -4.421
O 0.944 -0.169 -2.030
O -4.105 -1.131 -0.394
C 3.513 -1.982 4.992
C -2.864 -1.356 -4.996
C -4.042 -0.838 2.946
C -1.595 3.714 0.683
C -5.233 3.284 1.379
C -1.327 2.671 -5.140
C -0.353 3.185 -0.051
C -0.239 3.779 -1.464
C 5.981 -2.582 2.923
C 2.496 1.136 -3.647
C -5.179 1.809 1.734
C 6.464 -3.734 2.074
C -2.222 -1.498 -3.620
C -3.207 0.911 -1.750
C -0.276 1.595 -5.049
C 5.662 -0.892 -0.878
C -1.031 -3.566 4.481
H -4.112 1.011 -2.333
H -3.460 -1.445 3.634
H -1.567 -2.359 -3.519
H -3.117 1.468 -0.816
H 0.553 3.503 0.527
H -2.289 1.164 -2.286
H 2.336 2.185 -3.416
H -4.260 -1.303 1.988
H 4.413 -2.496 5.322
H -5.478 1.661 2.773
H -2.484 3.576 0.067
H 6.677 -3.505 1.033
H 3.294 -1.178 5.693
H -0.602 0.741 -5.654
H 2.647 -2.617 4.855
H 5.882 -4.651 2.155
H 7.440 -4.021 2.486
H -1.100 3.584 -4.593
H -2.292 2.309 -4.773
H -4.363 3.797 1.793
H 6.113 -2.896 3.962
H 0.758 3.550 -1.841
H -2.118 -1.375 -5.787
H -1.481 4.781 0.876
H 0.643 1.885 -5.569
H -4.981 -0.502 3.380
H -6.122 3.796 1.735
H -3.415 -0.416 -4.969
H -1.508 2.875 -6.196
H 2.887 0.916 -4.637
H -5.111 3.335 0.294
H 6.600 -1.708 2.727
H -1.646 -0.579 -3.501
H 3.249 0.800 -2.936
H -0.312 4.866 -1.410
H -1.031 3.386 -2.096
H -1.739 3.194 1.629
H -5.874 1.226 1.126
H -3.526 -2.204 -5.177
*
```